1.
Computed, not measured: 12 unconnected molecules or ions with the total composition C12H48N24O12, with ωB97M-V with the def2-TZVPD basis set.

## Properties
Energy relative to the best compared isomer or geometry (same formula, charge and spin), eV: 4.882
Orbital gap, eV: 8.8
HOMO, eV: -8.91
SMILES: NC(N)=O.NC(N)=O.NC(N)=O.NC(N)=O.NC(N)=O.NC(N)=O.NC(N)=O.NC(N)=O.NC(N)=O.NC(N)=O.NC(N)=O.NC(N)=O

```
96
Properties=species:S:1:pos:R:3:forces:R:3:lowdin_charge:R:1
C 0.24130 -3.37415 -3.94762 2.4908 0.1880 1.3469 -0.660
O 1.02288 -3.63454 -4.84560 -0.9003 -0.2556 -0.1596 0.031
N 0.51569 -3.61978 -2.60571 -1.6246 0.0236 -0.7838 0.150
N -0.92607 -2.68784 -4.07541 -1.3492 0.5490 -1.2407 0.137
H 1.38881 -3.95952 -2.24299 0.0510 0.4173 -0.4226 0.063
H -0.07649 -3.02037 -2.06122 0.4921 -0.2905 0.9930 0.068
H -1.11051 -2.23385 -4.95437 0.3369 -0.3039 -0.1448 0.093
H -1.40609 -2.22915 -3.32379 0.2846 -0.2695 0.4008 0.079
C -3.45364 2.55881 -0.11321 -1.3810 -1.1313 -0.9044 -0.632
O -3.15206 1.65205 0.68945 0.0689 0.2951 -0.2162 -0.078
N -4.74578 2.88595 -0.38185 0.3723 0.6569 0.0790 0.185
N -2.54766 3.19681 -0.88728 0.3593 -0.2560 0.5181 0.195
H -4.86861 3.38525 -1.24311 -0.3333 0.1539 0.0178 0.099
H -5.58469 2.39671 -0.05346 0.6341 -0.2022 0.0030 0.066
H -1.68947 2.69217 -1.06691 0.1028 0.3291 -0.1791 0.100
H -2.91700 3.81956 -1.57855 0.4280 0.1234 -0.2610 0.102
C -6.51387 0.05046 0.38422 -0.1260 0.9669 0.3112 -0.655
O -6.80265 1.09570 -0.20444 0.1993 -0.5304 0.0823 -0.002
N -7.47743 -0.58896 1.10653 0.1187 -0.2051 -0.3360 0.160
N -5.25096 -0.44952 0.47990 -0.3077 -0.0739 -0.0777 0.170
H -7.28445 -1.49085 1.50782 -0.3393 -0.0445 -0.0485 0.101
H -8.40014 -0.34456 0.78645 -0.1549 -0.3036 0.2983 0.111
H -5.13177 -1.35786 0.89155 0.2896 0.0573 0.0181 0.102
H -4.46630 0.18194 0.35179 0.1123 -0.0710 -0.0397 0.068
C 3.51073 1.02653 1.75779 -2.0366 1.2352 -1.2050 -0.625
O 3.00478 -0.08029 2.05084 1.5736 0.7446 0.3999 -0.048
N 4.22855 1.83139 2.56230 0.1039 -2.0163 1.0850 0.183
N 3.08347 1.63988 0.62171 -0.1737 -0.5787 1.0241 0.175
H 4.43300 1.33599 3.41891 0.6178 0.8577 0.1552 0.120
H 4.49526 2.76152 2.31509 0.1799 0.0370 0.1853 0.108
H 3.57784 2.39598 0.18090 0.0532 -0.1082 -0.0832 0.104
H 2.52013 1.02812 0.04964 0.3099 0.6107 -0.0099 0.055
C 0.39532 -1.05505 3.72422 0.1169 -1.8997 1.2511 -0.684
O 0.78897 -1.98254 3.00655 -0.4118 1.0246 -0.0922 0.012
N -0.46450 -1.28576 4.77808 0.3356 1.3386 -0.6907 0.148
N 0.79779 0.22013 3.66304 1.5669 1.0037 -1.3675 0.176
H -0.35068 -0.52992 5.43301 -0.8579 -0.6520 0.8474 0.108
H -0.88366 -2.17977 4.94038 0.2160 -0.0403 0.2802 0.114
H 1.55883 0.41852 2.99733 -0.3550 -0.5613 0.3634 0.074
H 0.43519 1.04735 4.10075 -0.7289 -0.5268 0.4108 0.094
C 3.32396 2.00699 -2.36508 1.3454 -1.2086 -1.0580 -0.690
O 4.51206 2.18345 -2.65145 -0.4626 0.4112 0.8293 0.001
N 2.34836 2.88905 -2.67304 -0.0924 1.2347 0.0690 0.161
N 2.89048 0.85443 -1.77278 -0.9530 0.5014 -1.4639 0.123
H 1.35742 2.73237 -2.87590 0.4066 -0.2776 0.4574 0.037
H 2.70668 3.80014 -2.90578 -0.0197 -0.1249 -0.3106 0.102
H 3.53056 0.13539 -1.49991 0.1033 -0.2415 -0.4259 0.102
H 1.88983 0.73521 -1.84792 -0.0488 -0.8676 0.3355 0.071
C 4.20368 -3.84357 -2.28289 -1.7603 -0.3190 -2.3980 -0.677
O 3.25063 -3.08989 -2.09773 0.5001 -0.7047 -0.4805 0.010
N 5.24211 -3.58743 -3.14811 -0.7751 -0.3942 -0.0805 0.183
N 4.30461 -5.06689 -1.68923 -1.5774 -1.0641 -0.4978 0.165
H 5.88001 -4.35729 -3.09859 0.8344 0.3087 -0.5966 0.100
H 5.61923 -2.65247 -3.14830 -0.0490 0.0062 -0.1649 0.134
H 3.56330 -5.40251 -1.09614 -0.0197 0.2059 -0.0518 0.136
H 5.12804 -5.63557 -1.71983 0.0677 -0.0702 -0.0849 0.118
C -3.83616 0.42847 4.21941 -0.6647 0.6493 1.4563 -0.687
O -3.51583 0.76384 5.35717 -0.2060 -0.2053 -0.5942 0.020
N -5.13582 0.36648 3.80024 -0.5468 -0.1347 -0.5389 0.162
N -2.91848 0.05000 3.29390 0.0103 0.4634 0.7658 0.161
H -5.90121 0.66268 4.37716 0.3111 0.1808 0.2776 0.103
H -5.33486 0.30008 2.81655 0.0167 0.0649 -0.0048 0.049
H -2.10772 -0.19275 3.86738 0.1936 -0.5869 -1.1754 0.070
H -3.32198 -0.47974 2.54260 0.8292 -0.4280 -0.1478 0.076
C 5.52372 -2.33671 0.09959 2.0358 1.6694 0.3730 -0.662
O 6.27826 -1.46426 0.54737 -0.3274 -0.8418 0.2032 0.003
N 5.98748 -3.48355 -0.48543 0.3394 -0.4299 0.3446 0.137
N 4.19418 -2.19339 0.10213 0.1322 0.3100 0.9166 0.180
H 6.96735 -3.68327 -0.56139 0.2286 0.7057 0.1550 0.110
H 5.41674 -3.84668 -1.23052 1.8010 0.3532 2.1895 -0.021
H 3.89817 -1.37766 0.61837 -0.5178 -0.0833 -0.0622 0.070
H 3.66167 -2.72832 -0.55846 -0.6929 0.3926 0.5107 0.028
C -1.50832 3.58748 3.36707 0.0686 0.3871 0.8252 -0.686
O -1.24388 4.12716 4.43667 -0.0633 -0.4050 -0.6697 0.021
N -2.68372 3.65412 2.70124 -0.7241 0.1955 -0.2551 0.165
N -0.64766 2.78540 2.67794 1.3501 -0.2967 0.3301 0.149
H -2.76570 2.90744 2.01453 -0.6274 0.2358 0.5044 0.034
H -3.49244 3.90120 3.24816 0.0396 -0.0036 -0.0753 0.111
H 0.29437 2.77111 3.02860 0.0558 0.2673 -0.2975 0.087
H -0.77168 2.60710 1.69680 0.0061 -0.0937 0.0201 0.079
C -0.70769 2.01048 -4.23958 -1.5759 2.6401 0.8799 -0.631
O -0.27883 2.73018 -3.31843 0.1319 -1.1006 -0.3495 -0.028
N -1.14789 0.75087 -4.08027 0.5243 -0.6891 0.5880 0.179
N -1.04524 2.61247 -5.40103 -0.2555 -0.5036 -1.7203 0.162
H -1.09845 0.44888 -3.11661 0.1853 -0.3133 0.1061 0.070
H -1.89432 0.39559 -4.64722 0.0321 0.0452 -0.1258 0.102
H -0.93937 3.58961 -5.59559 0.4220 0.0743 0.5896 0.110
H -1.40096 2.08691 -6.18293 0.1176 -0.1332 0.1216 0.101
C 0.08895 -0.46244 -0.10467 0.2280 0.1302 1.6231 -0.657
O -0.00266 0.01634 -1.23638 -0.6477 -0.0866 -0.8414 -0.024
N -0.74424 -0.12678 0.92631 -0.5503 0.3583 -1.0107 0.188
N 1.06990 -1.29404 0.28753 0.4458 -0.3750 -1.0469 0.188
H -1.57860 0.39986 0.69488 0.1909 0.1578 0.3395 0.052
H -0.60720 -0.48730 1.85395 -0.0871 -0.0407 -0.3242 0.052
H 1.69299 -1.64590 -0.42599 -0.0122 0.2423 0.1875 0.083
H 1.31215 -1.36893 1.26890 -0.0307 -0.4602 0.0456 0.050
```
Forces are in eV/Å.


2.
Computed, not measured: 12 unconnected molecules or ions with the total composition C12H48O12, with ωB97M-V with the def2-TZVPD basis set.

## Properties
Energy relative to the best compared isomer or geometry (same formula, charge and spin), eV: 0.000
Orbital gap (alpha / beta), eV: 2.1 / 9.5
HOMO (alpha / beta), eV: 0.18 / -7.32
Spin multiplicity: 2
Charge: -1

```
72
Properties=species:S:1:pos:R:3:forces:R:3:mulliken_spin:R:1
O 14.33501 10.07870 -8.22971 -0.4888 0.0486 0.9493 0.001
H 14.92598 10.13403 -8.98066 0.4330 -0.3664 -0.5235 0.023
H 13.47734 10.31769 -8.58117 -0.2167 0.0992 0.0537 0.001
O 22.99616 13.41924 -9.72138 -0.9473 0.1684 0.7742 -0.422
H 23.64847 12.79622 -10.04165 0.7178 -0.7324 -0.4228 0.054
H 23.19884 14.23530 -10.17876 0.1088 0.5858 -0.3751 0.315
O 21.76965 16.37956 -9.16500 -0.0195 0.3178 -0.3534 0.007
H 21.52147 15.47712 -8.96441 -0.0760 -0.4141 0.0510 0.047
H 22.02768 16.75070 -8.32126 0.1443 0.0092 0.2482 0.020
O 15.13629 12.46525 -6.77121 -0.5114 0.5022 0.4138 -0.010
H 15.13596 11.64660 -7.26724 -0.1806 -0.4547 -0.1836 -0.002
H 16.06041 12.70607 -6.70615 0.4730 -0.0401 -0.1395 -0.001
O 21.90254 10.53359 -9.76587 -0.4958 -0.8546 0.4440 -0.114
H 21.64118 11.44138 -9.61146 0.0213 0.5673 -0.0258 0.114
H 22.73303 10.59981 -10.23717 0.5314 0.1194 -0.3633 0.142
O 22.67875 9.17504 -6.51207 0.7716 0.0089 0.0270 -0.065
H 21.79302 8.88294 -6.29670 -0.4170 0.1017 0.3623 0.029
H 22.63255 9.42019 -7.43619 0.0916 0.2812 -0.4628 0.051
O 17.75217 14.60925 -9.50005 -0.0644 -0.1138 0.1331 -0.099
H 17.66841 14.62074 -10.45351 0.0903 -0.1217 -0.2933 0.028
H 17.67309 15.52736 -9.24110 0.1521 0.3158 0.1016 0.049
O 23.53584 14.03483 -7.00247 0.0302 0.4870 0.8074 0.117
H 23.98059 13.29186 -6.59453 0.0835 -0.2122 0.0970 -0.078
H 23.22844 13.69793 -7.84404 -0.0812 -0.2041 -0.8622 0.130
C 18.20393 15.96581 -6.14908 0.4685 -0.5242 0.7535 -0.041
C 17.70093 17.18858 -6.94410 0.0579 -1.1824 0.9022 0.057
C 16.89803 18.26387 -6.15834 -0.7639 -0.0903 -1.4376 0.007
O 18.79540 17.70636 -7.63333 0.7891 1.2367 0.0632 0.004
H 18.70416 16.11848 -5.19275 -0.6568 0.9970 0.6276 -0.010
H 19.09529 15.50820 -6.57823 -0.4159 -0.1567 -1.1968 0.011
H 17.47632 15.17388 -5.97148 -0.1688 0.1330 -0.1594 0.019
H 17.14135 16.77541 -7.78330 -0.9351 0.1972 0.3808 -0.017
H 17.30106 18.76825 -5.28011 0.4743 -0.6373 0.0825 -0.002
H 15.88275 17.92039 -5.96001 0.1167 -0.4208 0.5011 -0.003
H 16.67992 19.06516 -6.86436 0.3006 0.2102 -0.2222 -0.003
H 19.37117 18.01289 -6.92897 0.6225 0.2381 -0.2479 0.001
C 18.72093 11.14679 -9.15288 0.6784 0.7794 0.7154 0.645
C 18.92618 11.78066 -7.75655 0.2561 -2.2188 1.3553 -0.154
C 20.28854 12.37084 -7.44415 -0.1306 -0.1518 -0.9678 0.463
O 17.88367 12.60897 -7.46825 -1.3625 2.1016 0.2617 -0.068
H 19.33243 10.24607 -9.20652 -0.0722 0.0532 -0.5135 -0.200
H 19.01611 11.89111 -9.89245 0.4705 -0.1347 -0.2751 -0.070
H 17.66741 10.97630 -9.37450 0.0572 -0.3694 0.5384 0.041
H 18.81180 11.03818 -6.96678 -0.0405 -0.8444 -0.2620 -0.015
H 20.43151 12.88790 -6.49530 -0.6542 -0.0976 0.1230 0.113
H 20.47992 13.08864 -8.24180 0.8147 -0.0300 -0.1190 -0.002
H 20.94745 11.50328 -7.40846 0.6057 0.3612 -0.4451 -0.133
H 18.00170 13.36049 -8.05382 -0.5165 0.5752 -0.2589 0.028
C 17.45270 9.29267 -12.01045 -2.0797 -0.7695 0.0820 0.065
C 16.22281 8.75698 -11.17241 0.9945 0.2228 -0.2666 -0.037
C 16.55600 7.58004 -10.29823 0.2698 -0.1361 -0.0841 0.029
O 15.77430 9.80954 -10.37831 0.0913 1.7235 1.5034 -0.098
H 17.15517 10.30169 -12.29588 0.2624 0.0350 -0.4998 0.027
H 17.51570 8.64341 -12.88372 0.5072 0.2545 -0.1509 -0.044
H 18.38991 9.38108 -11.46098 -0.2076 -0.3591 0.1487 0.011
H 15.26836 8.55329 -11.65784 0.6334 -0.8044 -1.5459 -0.020
H 16.71050 6.71956 -10.94923 -0.2028 -0.2003 0.0906 -0.015
H 15.74087 7.41024 -9.59479 0.0689 -0.2039 0.0016 0.012
H 17.49535 7.71433 -9.76185 -0.0634 0.2321 0.1630 0.005
H 15.74372 10.60554 -10.91409 0.0493 0.1392 -0.0224 0.029
C 18.29929 7.21245 -6.14271 -1.0069 0.3771 -0.6583 0.003
C 19.75916 7.40092 -6.30617 0.4605 -1.5929 -1.2045 0.000
C 20.17471 7.40196 -7.80032 1.2937 1.5713 -0.0288 -0.014
O 20.20099 8.54814 -5.60380 0.1254 0.4593 -0.5618 -0.008
H 18.04072 6.82629 -5.15675 -0.3115 0.1391 -0.0912 0.001
H 17.88618 6.61510 -6.95550 0.1058 -0.6673 0.3168 -0.003
H 17.83845 8.17203 -6.37708 -0.2089 0.2583 0.6114 -0.001
H 20.29516 6.53239 -5.92345 0.0489 -0.2016 0.3624 0.003
H 19.99969 6.54232 -8.44722 -0.4628 -0.3944 0.7674 0.025
H 21.25363 7.55382 -7.83120 0.2299 -0.3148 0.0716 -0.027
H 19.87515 8.26381 -8.39663 -0.6914 0.2357 0.3185 0.044
H 20.12282 8.41212 -4.65671 -0.0516 -0.1262 0.0200 0.001
```
Forces are in eV/Å.


3.
Computed, not measured: a molecular structure, C12H4Cl5N2O4Pt, with ωB97M-V with the def2-TZVPD basis set.

## Properties
Energy relative to the best compared isomer or geometry (same formula, charge and spin), eV: 0.000
Orbital gap, eV: 8.0
HOMO, eV: -5.48
Charge: -1

```
28
Properties=species:S:1:pos:R:3:forces:R:3:lowdin_charge:R:1
Pt -0.10221 -0.24417 -0.23136 -1.6057 1.8588 0.6462 1.077
O -4.35627 0.01203 0.27704 -0.3682 0.0502 0.0368 0.021
C -3.14774 0.15785 0.15651 -0.0329 0.5234 0.4412 -0.651
O -2.32284 -0.64346 -0.35006 1.0651 -0.6973 -1.0296 -0.149
C -2.54821 1.46675 0.70528 -0.2956 -0.0378 -0.1754 -0.173
C -3.32829 2.43058 1.33462 0.2196 -0.0489 -0.1194 0.001
C -2.71339 3.59129 1.76706 0.0603 -0.0529 -0.0471 -0.064
C -1.35081 3.76549 1.54609 -0.1034 -0.0096 -0.0378 -0.062
C -0.65157 2.75807 0.90946 0.1648 0.1567 0.1035 -0.121
N -1.24823 1.64181 0.51354 0.4075 -1.2533 -0.0371 0.008
H -4.38076 2.23479 1.45663 -0.0976 -0.0268 0.0231 0.113
H -3.28610 4.35868 2.26737 -0.0431 0.0746 0.0523 0.101
H -0.83747 4.66005 1.86637 0.0157 0.0411 0.0051 0.098
H 0.41256 2.82144 0.71870 0.0161 -0.0243 0.0492 0.109
O 1.41240 0.33029 0.91725 0.2814 0.0547 0.2659 -0.376
N 1.40742 -0.26609 2.09436 0.6908 0.3784 0.0293 -0.202
O 0.63500 -1.16207 2.23905 -0.1995 -0.1710 0.1198 -0.084
Cl 2.56274 0.70880 -1.87280 -0.0745 0.0017 0.0269 0.652
C 2.35274 -0.99862 -1.64129 -0.1316 -0.1231 -0.0054 -0.688
C 1.19446 -1.48513 -1.01166 0.0446 -0.4031 -0.4050 -0.395
C 1.07089 -2.87096 -0.94759 0.0519 -0.1960 0.0179 -0.700
Cl -0.35609 -3.52600 -0.23111 -0.0514 -0.0726 0.0228 0.687
C 2.04265 -3.73859 -1.44009 0.0318 -0.0143 -0.0145 -0.709
Cl 1.84229 -5.45048 -1.33671 -0.0395 0.0014 0.0355 0.650
C 3.19135 -3.22199 -2.02879 -0.0157 -0.0631 -0.0147 -0.718
Cl 4.41199 -4.28152 -2.63777 0.0088 -0.0092 0.0001 0.642
C 3.34081 -1.84477 -2.13816 -0.0059 0.0623 0.0090 -0.712
Cl 4.75269 -1.20407 -2.90192 0.0061 -0.0001 0.0013 0.644
```
Forces are in eV/Å.